[1]
{
  "formula": "C27H35FHfN4P2",
  "method": "ωB97M-V/def2-TZVPD",
  "species": ["Hf", "C", "C", "C", "C", "C", "C", "C", "C", "C", "H", "H", "H", "H", "H", "H", "H", "H", "H", "H", "H", "H", "H", "H", "H", "P", "P", "N", "N", "N", "N", "C", "C", "C", "C", "C", "C", "C", "C", "C", "C", "C", "C", "C", "C", "C", "C", "C", "C", "H", "H", "H", "H", "H", "H", "H", "H", "H", "H", "H", "H", "H", "H", "H", "H", "H", "H", "H", "H", "F"],
  "xyz": [[0.261, 0.191, 0.342], [-0.020, -2.379, 0.181], [1.197, -1.940, 0.710], [2.520, -1.949, -0.027], [2.896, -0.644, -0.799], [1.764, 0.110, -1.457], [0.621, -0.499, -1.977], [0.528, -1.981, -2.289], [-0.233, -2.823, -1.227], [-0.466, 2.052, -0.547], [-0.804, -2.694, 0.866], [1.298, -1.896, 1.797], [2.611, -2.808, -0.712], [3.310, -2.102, 0.734], [3.427, 0.036, -0.100], [3.643, -0.910, -1.576], [1.955, 1.164, -1.669], [-0.108, 0.114, -2.510], [1.532, -2.410, -2.461], [-0.030, -2.076, -3.242], [-1.314, -2.788, -1.468], [0.054, -3.885, -1.354], [-1.539, 2.211, -0.343], [-0.310, 2.218, -1.620], [0.064, 2.860, -0.010], [8.323, -0.840, -2.298], [7.877, -2.633, 0.111], [7.853, -0.874, -3.982], [9.721, 0.274, -2.587], [7.093, -4.116, -0.397], [8.441, -3.263, 1.665], [9.305, -2.423, -2.286], [9.466, -2.901, -0.833], [6.490, -0.926, -4.324], [6.385, -1.245, -5.662], [7.714, -1.420, -6.176], [8.593, -1.204, -5.124], [9.702, 1.580, -2.077], [10.930, 2.183, -2.329], [11.750, 1.220, -3.011], [10.978, 0.069, -3.160], [5.697, -4.174, -0.521], [5.352, -5.417, -1.034], [6.570, -6.149, -1.253], [7.617, -5.328, -0.853], [8.988, -4.506, 2.011], [9.576, -4.404, 3.267], [9.422, -3.040, 3.699], [8.745, -2.361, 2.703], [10.288, -2.303, -2.765], [8.742, -3.166, -2.871], [9.814, -3.944, -0.807], [10.227, -2.292, -0.321], [5.756, -0.708, -3.562], [5.457, -1.351, -6.217], [7.983, -1.676, -7.193], [9.674, -1.237, -5.096], [8.819, 1.942, -1.582], [11.215, 3.190, -2.052], [12.771, 1.350, -3.337], [11.242, -0.873, -3.621], [5.112, -3.322, -0.228], [4.350, -5.758, -1.236], [6.665, -7.141, -1.658], [8.681, -5.517, -0.860], [8.898, -5.355, 1.351], [10.060, -5.202, 3.813], [9.773, -2.616, 4.634], [8.428, -1.335, 2.613], [-1.422, -0.072, 1.203]],
  "homo_lumo_gap_ev": [1.53, 1.41],
  "relative_energy_kcal_mol": 0.0,
  "fmax_ev_per_a": 5.45,
  "homo_energy_ev": [-11.79, -11.64],
  "total_charge": 2
}


[2]
{
  "formula": "C27H35KN6O8",
  "method": "ωB97M-V/def2-TZVPD",
  "species": ["K", "O", "C", "O", "C", "C", "C", "C", "C", "O", "C", "C", "O", "O", "H", "H", "H", "H", "H", "H", "H", "H", "O", "C", "N", "C", "O", "C", "C", "C", "C", "C", "N", "C", "C", "C", "C", "C", "N", "H", "H", "H", "H", "H", "H", "H", "H", "C", "C", "C", "C", "N", "N", "H", "H", "H", "H", "H", "H", "H", "H", "H", "H", "H", "H", "C", "N", "C", "C", "O", "H", "H", "H", "H", "H", "H", "H"],
  "xyz": [[0.122, -0.217, 0.347], [-3.297, 2.503, 0.816], [-2.059, 2.327, 0.903], [-1.295, 1.945, -0.012], [-1.473, 2.538, 2.321], [-1.937, 1.351, 3.180], [-1.671, 1.599, 4.676], [-0.156, 1.294, 4.776], [0.188, 1.097, 3.296], [-0.964, 0.348, 2.850], [0.063, 2.457, 2.571], [1.031, 2.702, 1.378], [1.088, 3.873, 0.977], [1.716, 1.712, 0.981], [-1.892, 3.475, 2.689], [-2.935, 0.998, 2.939], [-2.260, 0.918, 5.293], [-1.920, 2.623, 4.960], [0.022, 0.370, 5.330], [0.420, 2.099, 5.236], [1.098, 0.548, 3.071], [0.320, 3.255, 3.273], [-0.089, -4.498, 3.287], [-0.319, -3.635, 2.434], [0.487, -3.162, 1.478], [1.542, -3.859, 1.034], [1.693, -5.076, 0.918], [2.696, -2.970, 0.559], [3.879, -3.557, 0.115], [4.926, -2.741, -0.276], [4.773, -1.362, -0.209], [3.559, -0.870, 0.251], [2.547, -1.648, 0.616], [-1.652, -2.895, 2.558], [-2.363, -3.033, 3.748], [-3.568, -2.372, 3.892], [-4.041, -1.611, 2.833], [-3.268, -1.545, 1.683], [-2.097, -2.159, 1.542], [3.931, -4.636, 0.090], [5.856, -3.172, -0.630], [5.562, -0.685, -0.507], [3.368, 0.199, 0.329], [-1.938, -3.654, 4.522], [-4.132, -2.444, 4.816], [-4.972, -1.063, 2.893], [-3.606, -0.949, 0.843], [1.823, -0.673, -4.664], [1.964, 0.647, -3.910], [3.321, 0.696, -3.200], [1.849, 1.820, -4.880], [0.838, 0.708, -2.978], [0.908, 1.828, -2.104], [2.614, -0.776, -5.410], [0.854, -0.718, -5.167], [1.889, -1.521, -3.977], [4.141, 0.650, -3.924], [3.426, -0.148, -2.514], [3.417, 1.619, -2.628], [2.687, 1.826, -5.583], [1.844, 2.755, -4.319], [0.916, 1.751, -5.444], [0.751, -0.179, -2.488], [-0.020, 2.043, -1.753], [1.500, 1.687, -1.284], [-3.346, 1.904, -2.495], [-2.683, 0.646, -2.769], [-2.220, 0.413, -4.116], [-2.309, -0.163, -1.756], [-1.579, -1.140, -1.866], [-2.705, 2.738, -2.796], [-3.531, 2.010, -1.424], [-4.288, 1.964, -3.053], [-1.434, 1.118, -4.395], [-3.067, 0.506, -4.804], [-1.803, -0.590, -4.172], [-2.737, 0.160, -0.799]],
  "homo_lumo_gap_ev": 7.12,
  "relative_energy_kcal_mol": 10.0,
  "fmax_ev_per_a": 0.75,
  "homo_energy_ev": -2.83,
  "total_charge": -2
}